Entry from the OMol25 dataset: C45H95F6MnN8O17S6 as an isolated structure at a distorted geometry (wB97M-V/def2-TZVPD).

Calculated values
- HOMO energy (spin up / spin down): -7.16 / -7.16 eV
- Orbital gap (spin up / spin down): 6.174 / 2.175 eV

```
! wB97M-V def2-TZVPD RIJCOSX def2/J DEFGRID3
* xyz 0 7
Mn 2.528 -0.405 -2.490
N 1.241 -0.862 -0.989
S 0.360 -0.046 -0.218
O 0.979 0.419 1.017
O -1.109 -0.142 -0.164
F 0.659 1.148 -1.284
S 0.677 -2.333 -0.384
O 0.447 -3.400 -1.377
O -0.287 -2.431 0.741
F 2.019 -2.826 0.277
N 2.447 1.038 -3.778
S 2.979 2.714 -3.699
O 2.515 3.441 -2.468
O 3.287 3.469 -4.911
F 4.457 2.341 -3.235
S 1.291 1.441 -4.609
O 1.241 0.858 -5.958
O 0.364 2.512 -4.239
F 0.414 0.288 -3.899
N 1.800 -3.827 -5.470
S 1.919 -4.861 -4.107
O 0.972 -5.879 -3.769
O 2.711 -4.359 -2.970
F 3.042 -5.728 -4.883
S 0.966 -2.969 -4.480
O 1.703 -1.935 -3.726
O -0.298 -3.423 -4.016
F 0.488 -1.989 -5.657
C 0.279 -2.673 8.421
C -0.794 -2.406 7.407
C -0.484 -0.991 6.921
C -1.125 -0.486 5.659
C -0.955 -1.560 4.586
C -1.304 -3.057 4.968
N -0.716 -3.371 6.220
O -0.812 -4.637 6.618
C -2.887 -3.374 5.047
C -0.701 -4.017 3.907
C -2.247 -2.315 8.053
H 0.998 -3.355 7.967
H -0.203 -3.325 9.148
H 0.731 -1.825 8.936
H -0.728 -0.270 7.701
H 0.553 -0.665 7.001
H -0.775 0.517 5.416
H -2.193 -0.650 5.802
H -0.023 -1.535 4.022
H -1.549 -1.102 3.795
H -3.484 -2.471 5.172
H -3.279 -3.731 4.094
H -3.261 -4.141 5.725
H -1.226 -3.799 2.977
H 0.337 -3.759 3.697
H -0.795 -5.076 4.145
H -2.450 -2.877 8.965
H -3.133 -2.388 7.421
H -2.367 -1.323 8.488
H 0.086 -4.971 6.557
C 5.261 4.806 3.106
C 4.258 4.006 2.174
C 3.578 2.776 2.814
C 2.271 3.067 3.679
C 1.249 3.973 2.945
C 1.884 5.277 2.342
N 3.144 4.947 1.703
O 3.574 6.034 0.830
C 0.861 5.713 1.306
C 2.039 6.202 3.531
C 5.055 3.498 0.871
H 5.362 5.789 2.646
H 6.181 4.222 3.129
H 4.922 5.005 4.123
H 3.196 2.101 2.048
H 4.242 2.259 3.506
H 2.409 3.526 4.659
H 1.711 2.146 3.840
H 0.398 4.057 3.621
H 0.655 3.458 2.189
H -0.118 5.766 1.783
H 0.935 6.706 0.862
H 0.553 4.999 0.543
H 2.542 5.770 4.396
H 2.829 6.903 3.259
H 1.066 6.654 3.721
H 5.711 2.688 1.189
H 5.700 4.209 0.354
H 4.287 3.110 0.202
H 3.421 5.583 -0.004
C -2.792 -2.487 -2.064
C -3.982 -2.867 -1.177
C -5.249 -2.992 -2.072
C -6.388 -3.666 -1.343
C -5.879 -5.040 -0.784
C -4.720 -4.933 0.198
N -3.754 -4.195 -0.499
O -2.530 -4.227 0.086
C -5.182 -4.431 1.583
C -4.283 -6.421 0.233
C -4.219 -1.697 -0.128
H -2.494 -3.304 -2.721
H -1.907 -1.965 -1.699
H -3.210 -1.706 -2.700
H -5.532 -1.940 -2.094
H -4.921 -3.279 -3.072
H -7.237 -3.624 -2.025
H -6.930 -3.288 -0.476
H -5.556 -5.558 -1.687
H -6.525 -5.870 -0.499
H -5.640 -3.442 1.609
H -5.830 -5.155 2.076
H -4.267 -4.325 2.166
H -4.973 -7.263 0.185
H -3.868 -6.696 -0.737
H -3.544 -6.619 1.009
H -3.832 -2.057 0.825
H -5.278 -1.453 -0.039
H -3.728 -0.791 -0.484
H -2.609 -3.589 0.798
C -4.891 2.014 -1.420
C -3.746 2.872 -2.137
C -3.194 2.018 -3.275
C -4.205 1.715 -4.342
C -4.735 3.000 -4.927
C -5.211 4.136 -3.855
N -4.127 4.130 -2.779
O -4.441 5.114 -1.804
C -5.246 5.503 -4.525
C -6.615 3.684 -3.329
C -2.590 3.190 -1.157
H -5.321 2.853 -0.873
H -4.418 1.304 -0.742
H -5.667 1.616 -2.075
H -2.414 2.648 -3.702
H -2.726 1.105 -2.906
H -5.066 1.112 -4.053
H -3.633 1.214 -5.123
H -5.622 2.616 -5.432
H -4.204 3.420 -5.781
H -5.901 5.491 -5.395
H -5.665 6.169 -3.770
H -4.254 5.824 -4.844
H -6.664 3.777 -2.244
H -7.310 4.384 -3.794
H -6.915 2.657 -3.535
H -2.563 2.386 -0.420
H -2.681 4.155 -0.660
H -1.608 2.996 -1.589
H -4.006 5.832 -2.270
C 6.126 -1.047 -0.122
C 5.367 -0.117 -1.044
C 6.326 1.045 -1.433
C 7.331 0.972 -2.549
C 6.665 0.356 -3.811
C 5.862 -0.932 -3.498
N 4.960 -0.756 -2.298
O 4.267 -1.960 -2.048
C 5.290 -1.480 -4.818
C 6.985 -2.108 -3.136
C 4.105 0.363 -0.338
H 6.334 -0.666 0.878
H 7.176 -1.182 -0.379
H 5.711 -2.054 -0.080
H 5.706 1.927 -1.599
H 6.870 1.219 -0.505
H 8.211 0.393 -2.267
H 7.599 1.960 -2.923
H 7.403 0.068 -4.559
H 6.057 1.161 -4.223
H 4.928 -0.609 -5.364
H 6.106 -1.922 -5.390
H 4.453 -2.173 -4.735
H 7.679 -2.462 -3.899
H 7.662 -1.807 -2.337
H 6.563 -2.925 -2.550
H 4.210 0.964 0.565
H 3.677 -0.595 -0.044
H 3.465 1.036 -0.910
H 4.925 -2.590 -1.746
*
```

Atomic partial charges in e from the Löwdin method, atoms 1 to 99: 0.921, -0.347, 0.422, -0.284, -0.255, -0.222, 0.653, -0.235, -0.254, -0.150, -0.334, 0.662, -0.308, -0.226, -0.207, 0.442, -0.227, -0.234, -0.232, -0.164, 0.538, -0.240, -0.301, -0.226, 0.426, -0.382, -0.216, -0.197, -0.039, -0.425, -0.204, -0.169, -0.120, -0.438, -0.181, 0.005, -0.013, -0.021, -0.013, 0.085, 0.078, 0.090, 0.106, 0.108, 0.114, 0.105, 0.107, 0.115, 0.063, 0.042, 0.078, 0.065, 0.081, 0.086, 0.070, 0.060, 0.070, 0.112, 0.019, -0.371, -0.086, -0.128, -0.130, -0.478, 0.129, 0.095, -0.020, 0.015, -0.008, 0.084, 0.097, 0.083, 0.099, 0.131, 0.103, 0.116, 0.135, 0.116, 0.103, 0.098, 0.102, 0.087, 0.092, 0.116, 0.089, 0.096, 0.070, 0.128, -0.024, -0.423, -0.132, -0.164, -0.150, -0.535, -0.145, 0.008, -0.007, -0.040, -0.002